Record 1
Molecular formula: C29H48ClF3N5O9P2S
Method: DFT, the ωB97M-V functional and the def2-TZVPD basis

```
98
Properties=species:S:1:pos:R:3:lowdin_charge:R:1
C -3.8968 -0.1962 -2.8666 -0.0641
C -2.6887 0.2911 -3.9156 -0.2457
N -2.8067 1.5798 -4.3877 0.0977
C -1.4295 -0.7371 -4.3087 -0.0642
N -0.2276 -0.4110 -3.3978 -0.0502
C 0.5708 0.8241 -3.7513 -0.0626
P 0.4368 2.0961 -5.1691 0.7438
N 1.9318 2.3337 -5.8284 -0.1841
O -0.1822 3.6222 -4.5064 -0.2444
O -0.5834 1.5982 -6.5040 -0.2242
C 1.6876 0.8114 -2.5063 -0.0081
C 2.8775 1.9594 -2.2538 -0.1100
C 2.2426 3.4483 -1.8901 -0.1727
C 2.5619 3.9585 -0.3654 -0.2219
N 1.8786 3.1739 0.7324 -0.1077
C 0.4219 2.8914 0.4392 -0.2160
C -0.4578 2.3856 1.7345 -0.0633
C -2.1203 2.5642 1.7547 -0.0362
C -3.0667 2.0577 3.0265 -0.0788
C -2.4021 1.3807 4.3804 -0.0504
C -0.7674 1.1879 4.3840 0.0008
C 0.1767 1.6570 3.0866 -0.1328
O 1.6164 1.3839 3.2142 -0.1192
N 1.4309 -0.4234 -1.6167 -0.2237
P 2.3151 -0.9715 -0.1489 0.7252
O 3.0773 0.3484 0.6927 -0.3736
Cl 3.9729 -2.2447 -0.7170 0.1718
C 0.2319 -1.2227 -2.1684 -0.1437
S -0.5453 -2.8192 -1.5452 0.9044
O 0.4133 -3.6519 -0.6071 -0.3405
O -0.9180 -3.8225 -2.7058 -0.3238
C -2.0863 -2.4818 -0.4947 -0.2723
F -1.9078 -3.1710 0.8366 0.0252
F -2.3008 -1.0479 -0.1900 0.0202
F -3.2374 -3.1412 -1.1537 0.0273
H -4.8917 0.2828 -3.3193 0.1031
H -4.0254 -1.3590 -2.8310 0.0740
H -3.7611 0.3046 -1.8058 0.0905
H -3.6805 2.0318 -3.9866 0.0754
H -1.8641 -1.8261 -4.0951 0.1357
H -1.1609 -0.7172 -5.4473 0.1349
H 2.5821 1.6970 -5.3181 -0.0333
H 0.5062 4.3476 -4.7070 0.1060
H -0.1767 0.7291 -6.8190 0.0871
H 3.7056 1.6030 -1.5078 0.1159
H 3.4161 2.0655 -3.3139 0.1186
H 2.8052 4.2091 -2.6180 0.1335
H 1.1019 3.5165 -2.1978 0.0958
H 2.3754 5.1120 -0.1923 0.1392
H 3.7334 3.8051 -0.2007 0.1223
H 1.8982 3.7751 1.6083 0.1174
H -0.0725 3.8235 -0.1090 0.1314
H 0.3725 2.0066 -0.3544 0.0993
H -2.7087 3.0429 0.8327 0.0888
H -4.2535 2.1573 3.0224 0.0857
H -3.0237 1.0315 5.3173 0.0940
H -0.2438 0.7042 5.3353 0.0967
H 1.7441 0.4304 3.5587 0.1260
H 4.0287 0.1330 0.9519 0.0840
C 5.8656 4.0004 3.6903 -0.1760
C 6.0956 5.3667 3.0977 -0.1742
C 5.2781 5.3023 1.8261 -0.2052
O 4.1787 4.4175 2.0825 -0.1893
C 4.4235 3.7329 3.3189 -0.1985
H 6.0442 3.9527 4.7674 0.1203
H 6.5195 3.2688 3.2009 0.1171
H 5.6872 6.1341 3.7659 0.1216
H 7.1487 5.5961 2.9168 0.1198
H 5.8606 4.8808 1.0000 0.1155
H 4.8988 6.2820 1.5214 0.1222
H 3.7382 4.1429 4.0688 0.1254
H 4.2117 2.6669 3.1984 0.1091
C -3.6474 -6.8859 -3.8727 -0.1754
C -3.4885 -7.3176 -5.3077 -0.1791
C -4.2029 -6.2109 -6.0524 -0.2045
O -4.0524 -5.0183 -5.2700 -0.1451
C -3.5384 -5.3807 -3.9810 -0.2159
H -2.9047 -7.3196 -3.1984 0.1182
H -4.6443 -7.1633 -3.5099 0.1203
H -2.4258 -7.3239 -5.5774 0.1181
H -3.9005 -8.3079 -5.5173 0.1190
H -5.2744 -6.4191 -6.1416 0.1195
H -3.7945 -6.0481 -7.0540 0.1184
H -2.4937 -5.0544 -3.9343 0.0881
H -4.1013 -4.8617 -3.2003 0.1098
C -1.1581 -3.1350 7.9498 -0.1791
C -0.9992 -3.5667 6.5148 -0.1818
C -1.7136 -2.4601 5.7701 -0.2086
O -1.5631 -1.2674 6.5525 -0.1738
C -1.0491 -1.6298 7.8415 -0.2030
H -0.4154 -3.5688 8.6241 0.1185
H -2.1550 -3.4125 8.3126 0.1201
H 0.0635 -3.5731 6.2451 0.1166
H -1.4112 -4.5571 6.3052 0.1180
H -2.7850 -2.6682 5.6809 0.1197
H -1.3052 -2.2973 4.7685 0.1119
H -0.0044 -1.3036 7.8882 0.1169
H -1.6120 -1.1108 8.6222 0.1211
```

As for the LUMO energy: -5.55 eV. Its orbital gap is 0.1657 Ha. The value obtained for the max |F| is 9.5 eV/A. The value obtained for the highest occupied orbital energy is -10.057 eV. The charge is +1.

---

Record 2
Molecular formula: C29H48ClNO7
Method: DFT, the ωB97M-V functional and the def2-TZVPD basis

```
86
Properties=species:S:1:pos:R:3:lowdin_charge:R:1
O 4.3920 3.6775 -1.1395 0.0386
C 4.7175 2.5529 -1.6081 -0.3267
N 5.9272 2.2589 -2.3769 0.1176
C 5.8452 0.9377 -3.0189 -0.3312
O 6.6587 0.6244 -3.9138 0.0610
C 4.5942 0.1863 -2.3911 0.0111
C 4.0773 -1.2646 -2.5187 -0.0793
C 4.8640 -2.3330 -3.3762 -0.1545
C 4.1098 -3.3162 -4.3255 -0.0067
C 4.9962 -4.3134 -5.1240 -0.0567
C 6.5560 -4.3104 -5.0031 -0.0641
C 7.2882 -3.3411 -4.0454 -0.0550
C 6.4199 -2.3603 -3.2224 -0.0373
C 2.7463 -1.6032 -1.7569 0.0098
C 1.9713 -0.5819 -0.8755 -0.0116
C 2.5589 0.8924 -0.7266 -0.4690
Cl 1.8214 2.2258 0.2734 0.6022
C 3.8449 1.2282 -1.5091 -0.0487
H 6.8339 2.2883 -1.8913 0.1553
H 2.9639 -3.3061 -4.4277 0.1064
H 4.4696 -5.0536 -5.8072 0.0836
H 7.1996 -5.0252 -5.6161 0.0853
H 8.4201 -3.2773 -3.9025 0.0946
H 6.8905 -1.6197 -2.4761 0.1059
H 2.3022 -2.6562 -1.8236 0.1060
H 0.9799 -0.8741 -0.3295 0.0977
C 0.4304 0.5087 3.6454 -0.0606
C -0.3824 -0.1219 2.5262 -0.5011
C -1.5697 -0.8925 3.0803 -0.0553
O 0.4594 -0.9869 1.7732 -0.0903
H 0.8333 -0.2582 4.3152 0.0828
H 1.2860 1.0543 3.2381 0.0641
H -0.1781 1.2006 4.2334 0.0778
H -0.7374 0.6547 1.8429 0.1316
H -1.2376 -1.7057 3.7344 0.0824
H -2.1413 -1.3529 2.2695 0.0787
H -2.2346 -0.2369 3.6485 0.0671
H 0.7843 -1.6799 2.3636 0.0965
C -5.8195 3.1787 3.3712 -0.0573
C -4.4782 2.5954 3.7865 -0.4870
C -3.3325 3.2517 3.0330 -0.0546
O -4.4721 1.1923 3.5306 -0.0679
H -6.0032 3.0139 2.3044 0.0762
H -6.6347 2.6900 3.9120 0.0780
H -5.8617 4.2527 3.5705 0.0810
H -4.3358 2.7304 4.8624 0.1387
H -3.4306 3.0897 1.9546 0.0744
H -2.3753 2.8148 3.3325 0.0683
H -3.3008 4.3274 3.2222 0.0769
H -4.5978 1.0618 2.5795 0.0733
C 4.9211 -4.3319 1.2613 -0.0628
C 4.9691 -5.2221 0.0292 -0.4942
C 6.3373 -5.8645 -0.1371 -0.0631
O 4.6662 -4.4467 -1.1276 -0.0737
H 5.6483 -3.5171 1.1827 0.0820
H 3.9360 -3.8679 1.3618 0.0742
H 5.1334 -4.9023 2.1695 0.0789
H 4.2048 -6.0005 0.1082 0.1383
H 7.1133 -5.1026 -0.2640 0.0805
H 6.3606 -6.4918 -1.0323 0.0800
H 6.5921 -6.4810 0.7290 0.0786
H 5.3372 -3.7543 -1.2074 0.0586
C -5.6881 -1.8114 -0.7933 -0.0645
C -6.2342 -0.9340 0.3221 -0.5011
C -7.7540 -0.9622 0.3551 -0.0636
O -5.7886 0.4082 0.1311 -0.0683
H -6.0347 -1.4609 -1.7710 0.0814
H -4.5955 -1.7726 -0.8124 0.0788
H -5.9989 -2.8514 -0.6656 0.0813
H -5.8394 -1.2738 1.2836 0.1386
H -8.1720 -0.5822 -0.5829 0.0815
H -8.1326 -0.3186 1.1538 0.0806
H -8.1266 -1.9768 0.5172 0.0812
H -6.1324 0.7188 -0.7170 0.0885
C -3.0071 5.7388 -0.8164 -0.0604
C -4.2722 5.4811 -0.0131 -0.5059
C -5.4987 6.0406 -0.7167 -0.0643
O -4.1477 6.0833 1.2737 -0.0671
H -2.8384 6.8130 -0.9451 0.0820
H -2.1327 5.3416 -0.2938 0.0799
H -3.0649 5.2742 -1.8042 0.0810
H -4.3962 4.4056 0.1420 0.1251
H -5.4162 7.1251 -0.8418 0.0814
H -6.3985 5.8582 -0.1228 0.0790
H -5.6312 5.5850 -1.7015 0.0797
H -4.0376 7.0353 1.1480 0.0900
```

As for the LUMO energy: -0.90 eV. Its orbital gap is 0.2777 Ha. The value obtained for the max |F| is 5.1 eV/A. As for the SMILES: O=C1NC(=O)c2c(-c3ccccc3)ccc(Cl)c21.CC(C)O.CC(C)O.CC(C)O.CC(C)O.CC(C)O. The value obtained for the highest occupied orbital energy is -8.458 eV.